Density functional theory data (wB97M-V/def2-TZVPD) for C2H5NOP2 as an isolated structure.

Properties
Molecular weight ... 121.02 g/mol
F_max ... 0.0368 hartree/bohr
Multiplicity ... 1
E_tot ... -891.7230 Eh
HOMO-LUMO gap (spin up / spin down) ... 7.483 / 7.484 eV
HOMO energy (spin up / spin down) ... -7.972 / -7.972 eV

Each line ends with the natural charge from an NBO analysis.
Positions of all 11 atoms, in Å:
C: -0.325 -1.325 0.194  -0.1377
C: -0.018 -0.460 1.319  -0.2258
N: 0.592 1.297 -1.036  -1.3184
O: -1.125 -0.159 0.431  -0.5569
P: -1.030 1.294 -0.742  1.0206
P: 1.512 1.813 0.183  0.8340
H: 0.298 -1.252 -0.694  0.2017
H: -0.889 -2.252 0.275  0.1893
H: -0.395 -0.728 2.301  0.1756
H: -1.336 0.440 -1.827  -0.0921
H: 2.715 1.332 -0.404  -0.0903


Density functional theory data (wB97M-V/def2-TZVPD) for one molecule with the formula C20H19N3O8.

Properties
Molecular weight ... 429.38 g/mol
F_max ... 0.0241 hartree/bohr
Multiplicity ... 1
E_tot ... -1539.6303 Eh
HOMO-LUMO gap ... 7.180 eV
Structure (SMILES) ... O=C(COC(=O)c1ccc(N2CCOCC2)c([N+](=O)[O-])c1)Nc1ccc2c(c1)OCO2
HOMO energy ... -7.721 eV

Each line ends with the natural charge from an NBO analysis.
Positions of all 50 atoms, in Å:
O: -3.395 1.098 -3.447  -0.5987
C: -2.784 1.620 -2.544  0.6481
N: -3.145 1.661 -1.242  -0.6110
C: -4.264 1.093 -0.623  0.1503
C: -4.364 1.239 0.758  -0.2447
C: -5.439 0.718 1.470  -0.2427
C: -6.401 0.050 0.753  0.1991
C: -6.300 -0.098 -0.632  0.3159
C: -5.247 0.411 -1.350  -0.3186
H: -5.176 0.294 -2.416  0.2682
O: -7.382 -0.798 -1.092  -0.4886
C: -8.171 -1.085 0.042  0.2372
O: -7.550 -0.555 1.194  -0.4791
H: -8.277 -2.177 0.151  0.1561
H: -9.169 -0.635 -0.079  0.1561
H: -5.515 0.832 2.538  0.2297
H: -3.589 1.769 1.289  0.2149
H: -2.509 2.144 -0.608  0.4356
C: -1.453 2.359 -2.801  -0.1640
H: -1.282 2.394 -3.878  0.2224
H: -1.510 3.372 -2.387  0.2087
O: -0.325 1.680 -2.257  -0.4931
C: -0.020 1.888 -0.972  0.8065
O: -0.696 2.571 -0.228  -0.6345
C: 1.215 1.203 -0.564  -0.2372
C: 1.685 1.376 0.729  -0.1021
C: 2.850 0.753 1.151  -0.0117
C: 3.553 -0.145 0.306  0.2515
N: 4.574 -0.913 0.751  -0.4017
C: 4.667 -1.439 2.094  -0.2356
H: 3.775 -1.194 2.670  0.2145
C: 4.760 -2.974 2.017  -0.0772
O: 5.814 -3.414 1.198  -0.5154
C: 5.674 -2.918 -0.111  -0.0770
H: 6.532 -3.286 -0.674  0.2007
C: 5.651 -1.386 -0.090  -0.2417
H: 5.569 -0.978 -1.095  0.2170
H: 6.592 -1.035 0.353  0.2075
H: 4.746 -3.300 -0.564  0.1643
H: 4.948 -3.386 3.009  0.2031
H: 3.803 -3.368 1.636  0.1628
H: 5.545 -1.027 2.602  0.2160
C: 3.087 -0.244 -1.025  -0.2832
C: 1.958 0.406 -1.447  -0.0996
H: 1.613 0.287 -2.461  0.2370
H: 3.604 -0.888 -1.717  0.2205
N: 3.384 1.196 2.405  0.5138
O: 4.596 1.200 2.534  -0.3871
O: 2.606 1.595 3.246  -0.3772
H: 1.164 2.036 1.407  0.2642


Density functional theory data (wB97M-V/def2-TZVPD) for one molecule with the formula C6H7NO3S.

Properties
Molecular weight ... 173.19 g/mol
F_max ... 0.0768 hartree/bohr
Multiplicity ... 1
E_tot ... -911.3402 Eh
HOMO-LUMO gap (spin up / spin down) ... 8.420 / 8.419 eV
HOMO energy (spin up / spin down) ... -9.750 / -9.749 eV

Each line ends with the natural charge from an NBO analysis.
Positions of all 18 atoms, in Å:
C: 2.583 -0.349 0.288  0.2030
C: 1.206 -0.127 0.133  -0.3160
C: 0.228 -0.072 1.029  0.3395
C: -1.609 0.783 -0.363  -0.0932
C: -1.381 -0.214 -1.498  -0.6754
C: 0.526 -0.338 2.509  -0.6532
N: 3.710 -0.377 0.428  -0.2795
O: 0.602 -0.950 -3.066  -0.8764
O: 0.450 1.481 -2.596  -0.8857
O: -1.072 0.256 0.821  -0.4946
S: 0.306 0.106 -2.181  2.0522
H: -1.103 1.774 -0.616  0.2211
H: -2.601 0.710 -0.069  0.2174
H: -1.415 -1.233 -1.007  0.2632
H: -2.180 -0.091 -2.355  0.2647
H: -0.457 -0.580 2.979  0.2388
H: 0.966 0.487 2.951  0.2354
H: 1.242 -1.266 2.614  0.2385